C60H137N18O18 | wB97M-V/def2-TZVPD

```
233
C60H137N18O18 wB97M-V/def2-TZVPD
C 0.89 1.70 1.28
C -0.15 0.59 0.95
C -0.56 0.90 -0.51
C -1.41 -0.18 -1.25
C -0.62 -1.42 -1.21
C -0.14 -1.87 0.24
N 0.43 -0.77 1.03
O 1.13 -1.08 2.31
C 0.88 -3.01 0.10
C -1.34 -2.49 0.94
C -1.36 0.80 1.86
H 1.81 1.53 0.72
H 1.26 1.52 2.29
H 0.52 2.70 1.05
H 0.29 1.20 -1.11
H -1.17 1.80 -0.59
H -1.48 0.07 -2.31
H -2.37 -0.29 -0.75
H 0.26 -1.43 -1.85
H -1.27 -2.21 -1.60
H 1.22 -3.39 1.06
H 1.78 -2.74 -0.45
H 0.46 -3.87 -0.43
H -1.63 -3.36 0.36
H -2.22 -1.86 1.12
H -1.08 -2.90 1.91
H -1.23 0.33 2.83
H -2.29 0.37 1.49
H -1.46 1.85 2.15
C 2.62 4.62 -0.42
C 2.96 5.78 -1.36
O 2.88 5.58 -2.60
N 3.38 6.92 -0.80
C 3.81 8.07 -1.56
H 1.59 4.75 -0.08
H 3.27 4.59 0.45
H 2.67 3.68 -0.98
H 3.40 6.98 0.21
H 3.76 8.03 -2.64
H 4.88 8.21 -1.42
H 3.28 8.97 -1.25
C 0.19 2.24 -4.39
C 0.51 3.68 -4.69
O 1.66 4.06 -4.91
N -0.58 4.50 -4.74
C -0.62 5.93 -4.90
H 1.07 1.61 -4.47
H -0.58 1.90 -5.09
H -0.20 2.10 -3.38
H -1.49 4.07 -4.66
H 0.09 6.37 -5.60
H -0.54 6.34 -3.89
H -1.62 6.20 -5.25
C -4.09 4.90 1.75
C -4.41 3.43 1.45
O -4.27 3.02 0.28
N -4.77 2.72 2.53
C -5.08 1.29 2.45
H -4.60 5.60 1.09
H -3.03 5.10 1.58
H -4.30 5.16 2.79
H -4.89 3.19 3.41
H -4.69 0.83 1.54
H -6.15 1.07 2.37
H -4.84 0.78 3.38
C 4.05 -0.34 5.18
C 2.98 0.54 5.67
O 3.15 1.19 6.72
N 1.83 0.50 4.99
C 0.56 1.05 5.40
H 3.62 -1.02 4.45
H 4.51 -1.00 5.92
H 4.77 0.24 4.60
H 1.84 -0.02 4.13
H -0.01 1.37 4.54
H 0.77 1.88 6.08
H -0.01 0.28 5.92
C -0.88 -5.72 2.48
C 0.52 -5.61 3.09
O 1.29 -6.56 3.04
N 0.93 -4.45 3.57
C 2.24 -4.14 4.18
H -0.78 -5.42 1.43
H -1.64 -5.14 3.01
H -1.20 -6.76 2.52
H 0.36 -3.63 3.41
H 2.15 -3.41 4.98
H 2.97 -3.84 3.42
H 2.72 -5.01 4.62
C 5.58 1.45 -4.44
C 4.44 1.78 -3.53
O 3.94 2.89 -3.54
N 3.95 0.80 -2.77
C 2.78 0.95 -1.92
H 5.41 1.79 -5.46
H 5.72 0.37 -4.56
H 6.53 1.87 -4.12
H 4.29 -0.15 -2.82
H 3.18 1.36 -0.98
H 2.29 0.00 -1.72
H 2.05 1.64 -2.34
C 4.68 -2.08 0.91
C 5.08 -0.69 1.40
O 6.28 -0.46 1.59
N 4.05 0.18 1.59
C 4.31 1.56 2.02
H 5.57 -2.57 0.50
H 3.99 -1.97 0.07
H 4.23 -2.53 1.79
H 3.09 -0.13 1.63
H 5.32 1.83 2.33
H 3.63 1.66 2.87
H 3.99 2.23 1.21
C -5.77 -4.47 -4.52
C -4.68 -4.18 -3.52
O -3.48 -4.17 -3.82
N -5.12 -3.79 -2.35
C -4.23 -3.19 -1.40
H -5.53 -3.74 -5.29
H -6.78 -4.37 -4.13
H -5.56 -5.42 -5.01
H -6.06 -3.92 -2.01
H -3.72 -2.32 -1.81
H -3.44 -3.86 -1.05
H -4.76 -2.85 -0.51
C 3.57 -3.73 -2.44
C 4.74 -2.97 -3.04
O 5.04 -1.93 -2.51
N 5.34 -3.40 -4.19
C 6.40 -2.63 -4.92
H 3.78 -3.84 -1.37
H 3.57 -4.78 -2.73
H 2.59 -3.33 -2.66
H 5.08 -4.27 -4.63
H 5.96 -2.20 -5.82
H 7.18 -3.32 -5.24
H 6.88 -1.89 -4.28
C -2.18 -0.97 -5.18
C -1.52 -1.10 -6.52
O -0.51 -0.44 -6.71
N -2.02 -1.87 -7.47
C -3.20 -2.62 -7.46
H -2.05 -1.93 -4.68
H -3.24 -0.78 -5.32
H -1.84 -0.11 -4.59
H -1.44 -1.90 -8.30
H -3.91 -2.37 -6.67
H -2.88 -3.66 -7.42
H -3.62 -2.69 -8.47
C -4.98 5.62 -2.15
C -3.52 5.95 -1.80
O -3.07 7.09 -2.03
N -2.74 4.98 -1.24
C -1.32 5.08 -0.86
H -5.51 6.55 -2.37
H -5.66 5.05 -1.50
H -5.03 5.04 -3.06
H -3.27 4.30 -0.71
H -1.17 5.86 -0.11
H -0.71 5.45 -1.68
H -0.88 4.13 -0.54
C -2.64 3.39 5.07
C -3.92 3.71 5.81
O -4.90 4.09 5.23
N -3.81 3.60 7.15
C -4.86 3.92 8.13
H -2.50 4.00 4.18
H -2.53 2.33 4.83
H -1.81 3.63 5.73
H -2.97 3.18 7.53
H -5.78 4.17 7.60
H -4.62 4.88 8.60
H -5.01 3.11 8.84
C 1.09 4.51 3.38
C 0.34 5.43 4.30
O -0.64 6.09 3.93
N 0.80 5.57 5.53
C 1.87 4.81 6.21
H 2.15 4.48 3.60
H 0.99 4.78 2.33
H 0.71 3.49 3.43
H 0.19 6.14 6.09
H 1.94 5.21 7.22
H 2.84 4.88 5.71
H 1.68 3.74 6.33
C 2.72 -9.60 -1.65
C 2.54 -8.20 -1.89
O 3.56 -7.49 -1.86
N 1.33 -7.72 -2.05
C 1.06 -6.30 -2.05
H 1.86 -10.01 -1.11
H 3.51 -9.78 -0.92
H 2.98 -10.11 -2.58
H 0.52 -8.28 -1.84
H 1.71 -5.78 -1.35
H 0.15 -6.03 -1.51
H 0.92 -5.95 -3.08
C 6.81 -5.47 -1.08
C 6.05 -5.60 0.23
O 6.53 -5.40 1.33
N 4.78 -6.07 0.11
C 3.83 -6.39 1.23
H 7.35 -4.52 -1.10
H 6.22 -5.43 -1.99
H 7.53 -6.28 -1.21
H 4.41 -6.19 -0.82
H 4.17 -6.07 2.21
H 3.65 -7.46 1.11
H 2.90 -5.84 1.05
C -5.91 -2.89 6.43
C -5.14 -2.10 5.39
O -5.61 -1.95 4.28
N -3.91 -1.67 5.73
C -2.94 -0.96 4.82
H -6.97 -2.84 6.20
H -5.62 -2.55 7.42
H -5.73 -3.96 6.26
H -3.53 -1.98 6.61
H -3.20 0.10 4.89
H -2.94 -1.18 3.76
H -1.87 -1.11 4.98
C -3.72 2.82 -6.52
C -3.71 2.67 -5.03
O -3.25 3.55 -4.34
N -4.35 1.57 -4.55
C -4.38 1.11 -3.09
H -4.26 1.98 -6.97
H -2.69 2.83 -6.89
H -4.21 3.77 -6.75
H -4.78 0.94 -5.21
H -5.43 1.18 -2.80
H -3.81 1.73 -2.40
H -3.98 0.10 -2.98
```

LUMO in eV: 1.44
HOMO level in eV: -3.70
Net charge: -1
Calculated total energy in Eh: -4708.4802
Multiplicity: 1

C60H153N11O19 | wB97M-V/def2-TZVPD

```
243
C60H153N11O19 wB97M-V/def2-TZVPD
C 4.72 0.14 -7.63
O 3.76 0.69 -6.85
C 2.85 -0.29 -6.34
C 1.60 0.35 -5.76
C 1.76 1.28 -4.55
N 0.60 -0.78 -5.56
H 4.29 -0.48 -8.43
H 5.38 -0.51 -7.05
H 5.35 0.92 -8.02
H 2.63 -1.08 -7.09
H 3.41 -0.83 -5.57
H 1.26 0.91 -6.57
H 0.80 1.72 -4.31
H 2.43 2.09 -4.81
H 2.15 0.81 -3.63
H -0.25 -0.49 -5.10
H 0.99 -1.55 -5.09
C -5.89 -3.06 -3.78
O -6.88 -2.24 -3.21
C -6.38 -1.59 -2.06
C -7.30 -0.42 -1.69
C -7.51 0.67 -2.84
N -6.75 0.23 -0.47
H -4.93 -2.50 -3.84
H -6.14 -3.37 -4.79
H -5.64 -3.98 -3.18
H -6.36 -2.27 -1.17
H -5.36 -1.27 -2.27
H -8.27 -0.86 -1.55
H -7.94 0.24 -3.79
H -6.51 1.12 -2.94
H -8.20 1.43 -2.48
H -6.69 1.26 -0.59
H -7.23 0.02 0.39
C -3.56 0.78 -2.64
O -2.24 1.28 -2.36
C -1.52 0.63 -1.36
C -0.07 0.89 -1.61
C 0.85 0.23 -0.58
N 0.10 2.35 -1.54
H -4.02 1.51 -3.33
H -4.22 0.69 -1.77
H -3.56 -0.12 -3.21
H -1.81 1.08 -0.37
H -1.69 -0.46 -1.36
H 0.17 0.44 -2.64
H 1.12 -0.83 -0.76
H 0.27 0.28 0.39
H 1.78 0.77 -0.47
H -0.54 2.83 -2.18
H 1.08 2.63 -1.84
C 3.94 -5.48 5.55
O 2.54 -5.28 5.76
C 1.76 -6.16 4.98
C 1.85 -5.79 3.50
N 0.83 -6.25 2.56
C -0.53 -5.76 2.81
C -0.63 -4.24 3.21
O -0.16 -3.47 2.07
C -0.29 -2.03 2.24
H 4.36 -4.72 6.18
H 4.14 -5.35 4.46
H 4.14 -6.51 5.89
H 0.74 -6.06 5.33
H 1.96 -7.19 5.11
H 2.83 -6.04 3.19
H 2.03 -4.71 3.48
H 1.11 -5.87 1.64
H -1.05 -6.27 3.68
H -1.07 -5.70 1.86
H 0.08 -4.09 4.08
H -1.70 -4.05 3.45
H 0.33 -1.51 1.51
H 0.15 -1.78 3.27
H -1.40 -1.84 2.26
C 7.22 0.93 5.40
O 6.48 2.11 5.42
C 7.09 3.17 4.76
C 6.07 4.25 4.57
N 5.01 3.91 3.66
C 4.02 4.92 3.49
C 3.10 4.62 2.34
O 2.28 3.48 2.68
C 1.56 3.06 1.57
H 6.73 0.21 6.07
H 8.31 1.07 5.65
H 7.31 0.39 4.33
H 7.44 2.92 3.70
H 7.99 3.58 5.27
H 6.71 5.03 4.21
H 5.77 4.65 5.57
H 4.60 3.04 4.01
H 4.57 5.83 3.31
H 3.51 4.96 4.45
H 3.64 4.47 1.43
H 2.48 5.53 2.19
H 2.12 2.88 0.64
H 0.77 3.74 1.22
H 1.07 2.15 1.83
C -8.01 3.88 2.93
O -7.68 4.31 1.58
C -8.27 3.55 0.62
C -7.97 4.12 -0.74
N -6.66 3.73 -1.19
C -6.56 4.14 -2.61
C -5.16 4.34 -3.17
O -5.26 4.68 -4.51
C -4.05 4.45 -5.19
H -7.41 4.49 3.60
H -7.85 2.84 3.05
H -9.03 4.10 3.10
H -9.35 3.59 0.75
H -8.04 2.51 0.63
H -8.17 5.23 -0.71
H -8.71 3.73 -1.40
H -5.92 4.11 -0.61
H -7.17 5.07 -2.83
H -7.01 3.41 -3.24
H -4.54 3.41 -2.99
H -4.71 5.20 -2.57
H -4.07 4.92 -6.16
H -3.83 3.36 -5.47
H -3.23 4.76 -4.52
C 3.90 4.01 -2.45
O 2.55 4.37 -2.24
C 2.30 5.72 -2.40
C 0.81 6.02 -2.25
N 0.25 5.60 -1.00
C -1.23 5.50 -0.99
C -1.76 5.23 0.40
O -3.17 5.22 0.38
C -3.78 6.47 0.77
H 4.31 4.38 -3.39
H 3.97 2.91 -2.36
H 4.64 4.40 -1.71
H 2.58 5.90 -3.43
H 2.87 6.39 -1.67
H 0.26 5.56 -3.12
H 0.80 7.06 -2.36
H 0.51 4.59 -0.81
H -1.55 4.72 -1.63
H -1.63 6.43 -1.40
H -1.47 5.89 1.15
H -1.45 4.21 0.79
H -3.45 6.65 1.76
H -4.86 6.30 0.67
H -3.43 7.29 0.16
C -4.79 2.58 1.59
O -4.01 2.24 2.73
C -2.78 1.75 2.37
C -1.93 1.33 3.55
N -2.34 0.09 4.11
C -1.53 -0.45 5.24
C -1.69 0.24 6.57
O -3.05 0.32 7.00
C -3.21 1.11 8.17
H -4.45 3.56 1.22
H -5.81 2.70 1.85
H -4.72 1.78 0.77
H -2.22 2.54 1.78
H -2.92 0.99 1.55
H -1.90 2.17 4.30
H -0.91 1.09 3.14
H -3.29 0.18 4.50
H -0.45 -0.39 4.99
H -1.91 -1.47 5.25
H -1.23 1.32 6.49
H -1.11 -0.32 7.31
H -4.25 1.47 8.20
H -2.53 1.96 8.26
H -3.03 0.56 9.06
C 5.39 -8.78 1.15
O 5.02 -7.43 1.05
C 3.76 -7.11 0.45
C 3.82 -5.60 0.28
N 2.46 -5.15 0.03
C 2.30 -3.71 -0.06
C 2.94 -3.16 -1.33
O 3.47 -1.84 -1.09
C 3.48 -1.03 -2.24
H 6.42 -8.85 1.40
H 5.19 -9.22 0.17
H 4.80 -9.29 1.86
H 2.90 -7.49 1.03
H 3.85 -7.62 -0.52
H 4.59 -5.36 -0.46
H 4.16 -5.17 1.23
H 2.07 -5.65 -0.75
H 2.94 -3.26 0.66
H 1.28 -3.46 0.12
H 2.12 -3.10 -2.04
H 3.67 -3.88 -1.65
H 2.53 -0.51 -2.50
H 3.79 -1.59 -3.10
H 4.27 -0.31 -2.03
C -2.76 -1.68 -6.10
O -2.09 -1.89 -4.88
C -1.68 -3.24 -4.66
C -1.01 -3.32 -3.32
N -1.99 -3.01 -2.29
C -1.77 -3.37 -0.97
C -2.97 -3.29 -0.09
O -3.31 -1.94 -0.07
C -3.96 -1.58 1.19
H -2.05 -1.85 -6.95
H -3.22 -0.69 -6.11
H -3.55 -2.48 -6.28
H -1.05 -3.57 -5.48
H -2.49 -3.97 -4.69
H -0.06 -2.73 -3.29
H -0.80 -4.32 -3.14
H -2.14 -1.95 -2.34
H -0.96 -2.89 -0.32
H -1.44 -4.41 -0.83
H -2.79 -3.73 0.97
H -3.82 -3.90 -0.42
H -3.17 -1.40 1.92
H -4.60 -2.42 1.48
H -4.50 -0.64 1.11
C 6.65 -3.40 -2.89
O 6.23 -3.57 -1.56
C 7.26 -3.15 -0.65
C 6.69 -2.92 0.76
N 5.81 -1.80 0.70
C 5.39 -1.43 2.10
C 4.09 -0.59 1.94
O 4.08 0.45 0.96
C 5.06 1.38 1.15
H 5.87 -3.90 -3.49
H 7.55 -3.97 -3.06
H 6.70 -2.33 -3.20
H 7.63 -2.18 -0.97
H 8.05 -3.93 -0.64
H 7.59 -2.69 1.36
H 6.20 -3.94 1.15
H 4.98 -2.00 0.08
H 6.12 -0.83 2.58
H 5.09 -2.27 2.75
H 3.86 -0.16 2.95
H 3.25 -1.20 1.59
H 4.83 2.21 0.48
H 6.00 1.01 0.82
H 5.04 1.87 2.15
```

LUMO in eV: 0.58
HOMO level in eV: -8.42
Net charge: 0
Calculated total energy in Eh: -4409.1432
Multiplicity: 1

Question: What is the formula in the second record?
Answer: C60H153N11O19

Question: Look up the LUMO of the first one.
Answer: 1.44 eV

Question: calculated total energy of number 1 (C60H137N18O18)?
Answer: -4708.4802 Eh

Question: Which formula does entry 1 have?
Answer: C60H137N18O18